# 1
ORCA calculation (wB97M-V/def2-TZVPD) on a molecular structure, C15H20N2O5S at a distorted geometry.

Output
Gap between HOMO and LUMO, eV: 9.24
Molar mass, g/mol: 340.4
Relative energy (zero: lowest compared OMol25 entry of this formula, charge and spin), kcal per mole: 367.3
E, eV: -39918.6625

Positions of all 43 atoms, in Å:
1 H 4.14263 2.97815 6.05132
2 H 2.37455 3.86185 -0.11584
3 C -1.90837 -2.40540 -0.30398
4 H -2.64387 -2.03693 0.03120
5 C -4.28981 -2.87980 -4.58849
6 O 2.04836 -0.43564 -1.34684
7 H -1.66586 -3.36454 0.61257
8 C 0.44918 0.29889 0.22154
9 C 1.76319 0.43731 -0.43214
10 C -0.80369 -1.34667 -0.59006
11 H -2.73134 -4.00556 -3.88177
12 C -3.01457 -2.61158 -2.45815
13 H -3.65689 -2.00633 -4.84977
14 O -2.19928 -3.28033 -1.57238
15 H -5.03633 -2.30121 -4.18212
16 S 4.99367 2.55423 3.35023
17 C -3.54389 -3.74527 -3.48693
18 H -4.10510 -4.30930 -2.78618
19 O -1.29334 -0.38703 -1.16531
20 H 4.78704 1.80084 1.20169
21 H -4.59277 -3.70187 -5.43342
22 C 1.87758 2.05253 1.01445
23 H -0.06523 2.00904 1.34958
24 H -0.06419 -1.97514 -1.37401
25 C 0.13799 -1.19764 0.61782
26 N 3.21245 3.21629 5.51309
27 H -2.35275 -1.84340 -2.78932
28 H -0.56996 -1.03141 1.42211
29 C 3.03118 2.21015 2.01052
30 C -0.61186 0.60948 -0.65899
31 C 1.45481 3.56477 0.51877
32 H 0.98269 -1.82815 0.83509
33 H 2.29924 3.23783 5.98419
34 H 0.92713 3.11520 -0.31881
35 H 1.02864 0.72027 2.43610
36 C 3.40213 2.85402 4.15070
37 C 4.22185 2.24293 2.01598
38 O -0.77745 1.80244 -1.07782
39 O 2.52145 1.18104 -0.00772
40 N 2.43459 2.45799 3.29581
41 H 1.22330 4.22323 1.04910
42 C 0.68951 1.20476 1.58795
43 H -4.07663 -1.94004 -1.84977

# 2
ORCA calculation (wB97M-V/def2-TZVPD) on C15H20N2O6S in the gas phase at a distorted geometry.

Output
Gap between HOMO and LUMO, eV: 9.68
Molar mass, g/mol: 356.4
Relative energy (zero: lowest compared OMol25 entry of this formula, charge and spin), kcal per mole: 17.9
SMILES: CCOC(=O)C[C@@H]1C(=O)NCCN1S(=O)(=O)c1ccc(OC)cc1
E, eV: -41980.0514

Positions of all 44 atoms, in Å:
1 H -3.98014 -2.15298 -1.66797
2 H -2.90255 -4.31283 0.22062
3 N -0.50069 0.84137 0.17173
4 C 2.51503 -1.19457 -0.48893
5 H 4.35644 1.53834 1.49816
6 H -1.16644 0.57962 -1.81571
7 C 3.82051 0.78068 0.94936
8 O -0.37918 -1.70804 -0.18964
9 C -1.69074 1.36712 0.81653
10 C -2.77614 0.32038 1.12409
11 H 6.64870 -1.55209 -0.66446
12 H -0.34491 2.79539 -2.54807
13 H -1.36666 1.77568 1.78520
14 H -2.11145 3.83864 -1.43322
15 C -0.40710 2.57158 -1.48140
16 H -2.45075 -0.34121 1.92516
17 O -3.40700 2.98340 0.42402
18 C 4.53704 -0.00816 0.03967
19 H -4.91926 -3.05674 -0.44139
20 H -3.67229 0.86126 1.44418
21 C 1.82279 -0.40790 0.40806
22 C -0.36485 1.06633 -1.25019
23 O -3.61231 -1.69677 0.30725
24 C -2.87817 -3.75692 -0.71284
25 H 1.90335 1.16643 1.83563
26 C 6.64990 -0.49438 -0.94349
27 O -3.06528 -0.15461 -1.22657
28 H 0.43886 3.04698 -0.96695
29 H 0.59745 0.64988 -1.55215
30 C -3.93293 -2.66088 -0.69953
31 H 6.31746 -0.38848 -1.98052
32 H -1.89398 -3.30587 -0.81867
33 C -3.14217 -0.51875 -0.07914
34 H -3.06124 -4.43642 -1.54058
35 S 0.07247 -0.64917 0.67127
36 H 4.39995 -1.62580 -1.38247
37 C 3.87328 -1.00076 -0.67963
38 C 2.47076 0.57871 1.13276
39 N -1.65450 3.07242 -0.96047
40 H 7.65888 -0.09743 -0.84667
41 O 5.85600 0.27195 -0.06553
42 H 1.97871 -1.95828 -1.03003
43 O -0.18017 -0.76368 2.07632
44 C -2.33913 2.53389 0.06407

Please write out number 1 again, unchanged.
ORCA calculation (wB97M-V/def2-TZVPD) on a molecular structure, C15H20N2O5S at a distorted geometry.

Output
Gap between HOMO and LUMO, eV: 9.24
Molar mass, g/mol: 340.4
Relative energy (zero: lowest compared OMol25 entry of this formula, charge and spin), kcal per mole: 367.3
E, eV: -39918.6625

Positions of all 43 atoms, in Å:
1 H 4.14263 2.97815 6.05132
2 H 2.37455 3.86185 -0.11584
3 C -1.90837 -2.40540 -0.30398
4 H -2.64387 -2.03693 0.03120
5 C -4.28981 -2.87980 -4.58849
6 O 2.04836 -0.43564 -1.34684
7 H -1.66586 -3.36454 0.61257
8 C 0.44918 0.29889 0.22154
9 C 1.76319 0.43731 -0.43214
10 C -0.80369 -1.34667 -0.59006
11 H -2.73134 -4.00556 -3.88177
12 C -3.01457 -2.61158 -2.45815
13 H -3.65689 -2.00633 -4.84977
14 O -2.19928 -3.28033 -1.57238
15 H -5.03633 -2.30121 -4.18212
16 S 4.99367 2.55423 3.35023
17 C -3.54389 -3.74527 -3.48693
18 H -4.10510 -4.30930 -2.78618
19 O -1.29334 -0.38703 -1.16531
20 H 4.78704 1.80084 1.20169
21 H -4.59277 -3.70187 -5.43342
22 C 1.87758 2.05253 1.01445
23 H -0.06523 2.00904 1.34958
24 H -0.06419 -1.97514 -1.37401
25 C 0.13799 -1.19764 0.61782
26 N 3.21245 3.21629 5.51309
27 H -2.35275 -1.84340 -2.78932
28 H -0.56996 -1.03141 1.42211
29 C 3.03118 2.21015 2.01052
30 C -0.61186 0.60948 -0.65899
31 C 1.45481 3.56477 0.51877
32 H 0.98269 -1.82815 0.83509
33 H 2.29924 3.23783 5.98419
34 H 0.92713 3.11520 -0.31881
35 H 1.02864 0.72027 2.43610
36 C 3.40213 2.85402 4.15070
37 C 4.22185 2.24293 2.01598
38 O -0.77745 1.80244 -1.07782
39 O 2.52145 1.18104 -0.00772
40 N 2.43459 2.45799 3.29581
41 H 1.22330 4.22323 1.04910
42 C 0.68951 1.20476 1.58795
43 H -4.07663 -1.94004 -1.84977